Record 1
Density functional theory data (wB97M-V/def2-TZVPD) for C19H15N3O4S in the gas phase.

Geometry (Å):
C: -2.049714 -4.490530 1.199292
C: -1.501044 -3.173762 0.743579
C: -1.123114 -2.204276 1.664591
C: -0.592130 -0.999420 1.246405
C: -0.436194 -0.736957 -0.107630
C: -0.811633 -1.697382 -1.034089
C: -1.335556 -2.903300 -0.608828
H: -1.622179 -3.645350 -1.339549
H: -0.688093 -1.503996 -2.088846
C: 0.133214 0.592570 -0.555749
N: -0.543113 1.703475 0.100027
C: -1.873561 1.944949 -0.065901
N: -2.558865 2.828497 0.567316
N: -3.829991 2.872904 0.206923
C: -4.167744 2.039112 -0.703210
C: -5.526008 1.901423 -1.266897
H: -5.512962 2.097858 -2.338080
H: -5.898875 0.889923 -1.112330
H: -6.185467 2.611513 -0.775941
S: -2.822298 1.029698 -1.244838
C: 0.293155 2.380097 0.952050
O: 0.058086 3.303432 1.694177
C: 1.633761 1.754468 0.788610
C: 1.570302 0.757090 -0.118340
C: 2.600490 -0.176486 -0.593606
O: 2.323294 -1.290979 -1.001945
C: 3.977753 0.308715 -0.572952
C: 5.147875 -0.406708 -0.713237
C: 6.191798 0.532885 -0.649431
C: 5.586903 1.748703 -0.490071
O: 4.262336 1.623292 -0.445324
H: 5.991417 2.738721 -0.405880
H: 7.242663 0.340054 -0.715327
H: 5.221620 -1.467533 -0.835101
O: 2.629303 2.219040 1.538329
H: 2.263211 2.940792 2.084286
H: 0.035930 0.681191 -1.645032
H: -0.302941 -0.255955 1.976689
H: -1.242940 -2.394813 2.721261
H: -2.757080 -4.888145 0.475301
H: -1.237813 -5.210434 1.306159
H: -2.543804 -4.394396 2.163147

Atomic forces in eV per Å
0.1 0.0 0.0
0.0 0.0 0.0
0.0 0.0 0.0
0.0 0.0 -0.2
-0.1 -0.1 0.0
0.1 0.1 0.2
0.0 0.0 0.0
0.0 -0.1 -0.1
0.0 0.0 -0.1
0.2 -0.4 -0.1
0.6 0.0 0.1
-1.1 -0.5 -0.8
1.6 0.2 0.7
-1.6 0.3 -0.1
0.6 -0.6 -0.5
-0.2 -0.1 -0.1
-0.1 0.0 0.0
-0.1 0.0 0.0
0.0 0.0 0.0
-0.2 0.7 0.7
0.0 0.4 0.2
0.2 -0.1 0.0
0.1 -0.3 -0.3
-0.2 0.5 0.4
0.0 0.2 0.0
0.1 0.2 0.0
0.9 -1.1 -0.3
-0.9 0.3 0.1
-0.1 0.5 0.1
0.8 -0.4 -0.1
-0.4 0.2 -0.1
-0.1 0.2 0.0
0.2 0.0 0.0
-0.1 -0.2 0.0
-0.2 0.0 0.1
-0.1 -0.1 -0.1
0.0 0.0 0.1
0.0 0.1 0.1
0.0 0.0 0.1
-0.1 -0.1 0.0
0.0 -0.1 0.0
-0.1 0.0 0.1

SMILES string = Cc1ccc([C@@H]2C(C(=O)c3ccco3)=C(O)C(=O)N2c2nnc(C)s2)cc1
spin multiplicity = 1
strongest force on any atom = 1.793 eV/A
relative energy (zero: lowest compared OMol25 entry of this formula, charge and spin) = 21.42 kcal per mole
gap between HOMO and LUMO = 0.3055 Ha


Record 2
Density functional theory data (wB97M-V/def2-TZVPD) for a molecular structure, C19H15N7O11SZr.

Geometry (Å):
Zr: 1.566874 -0.283747 0.570243
N: 1.625411 0.127115 2.917941
C: 3.037721 0.127648 3.330131
C: 3.780593 -0.909681 2.480993
O: 4.613375 -1.652398 2.935979
O: 3.395033 -0.890704 1.224286
H: 1.198775 1.038529 3.068103
H: 1.087419 -0.554375 3.441947
H: 3.187632 -0.092517 4.387505
H: 3.455025 1.111975 3.106434
O: 1.805810 0.636786 -3.240847
C: 2.023556 0.905029 -2.086197
O: 2.473631 0.041212 -1.198194
C: 1.826834 2.320726 -1.568220
C: 1.787453 3.329334 -2.514465
C: 1.628357 4.649609 -2.114778
C: 1.500250 5.000811 -0.785933
C: 1.537731 3.995478 0.164203
C: 1.681987 2.634080 -0.194912
O: 1.642897 1.695893 0.718753
N: 1.394289 4.403735 1.567187
O: 1.686975 3.614907 2.449885
O: 1.037723 5.547035 1.774638
N: 1.586637 5.707930 -3.128349
O: 1.467329 6.854668 -2.740066
O: 1.676469 5.372958 -4.292945
H: 1.875195 3.073081 -3.560106
H: 1.372717 6.029797 -0.490228
N: -6.051426 -2.925916 -1.994103
C: -4.930374 -2.336990 -1.486250
C: -3.736502 -2.331545 -2.217423
C: -2.610301 -1.711958 -1.716340
C: -2.664855 -1.082946 -0.483174
C: -3.843151 -1.075838 0.261224
C: -4.965785 -1.699641 -0.234400
S: -1.266910 -0.290235 0.182339
O: -1.586104 1.034778 0.617775
O: -0.181819 -0.379134 -0.845838
N: -0.603550 -1.069945 1.410494
C: -0.257772 -2.388805 1.189271
N: 1.072991 -2.559213 1.130288
C: 1.554429 -3.790238 0.949733
C: 0.686027 -4.859981 0.832192
C: -0.675757 -4.572531 0.886498
N: -1.163940 -3.350837 1.064883
H: -5.991399 -3.492511 -2.819180
H: -6.857289 -3.052468 -1.410817
H: -3.702503 -2.808253 -3.188581
H: -1.688839 -1.703291 -2.283149
H: -3.872906 -0.579425 1.221924
H: -5.885384 -1.693025 0.336099
H: 2.633372 -3.882661 0.902135
H: 1.044538 -5.867552 0.690652
H: -1.408464 -5.364734 0.780766

Atomic forces in eV per Å
1.0 -0.6 0.4
0.0 0.1 -0.1
0.3 -0.1 0.1
0.2 -0.1 0.4
-0.1 0.1 0.0
-0.1 0.0 -0.2
0.0 0.0 0.0
0.0 0.0 0.0
-0.1 0.1 -0.1
0.0 -0.1 0.0
0.1 0.1 0.1
-0.1 0.3 -0.4
-0.2 -0.2 0.2
0.0 0.1 0.0
0.0 0.1 0.2
0.0 -0.2 0.1
0.0 -0.2 0.0
0.0 -0.2 -0.2
0.0 0.4 -0.3
-0.3 0.1 0.1
0.3 0.1 0.2
-0.1 0.1 -0.1
-0.1 -0.1 0.0
0.0 0.1 -0.1
0.0 -0.1 -0.1
0.0 0.0 0.1
0.0 0.0 0.0
0.0 0.0 0.0
-0.1 0.0 0.0
0.1 0.0 0.1
0.0 0.0 0.0
0.1 -0.1 -0.1
0.1 0.1 0.2
0.0 0.0 0.0
0.1 0.0 0.0
-0.6 0.1 0.0
-0.1 -0.1 0.0
-0.2 0.2 -0.2
-0.1 0.3 -0.1
-0.1 -0.2 0.1
-0.1 0.1 -0.4
-0.2 -0.2 0.1
0.1 0.2 0.0
0.1 0.0 0.0
0.1 -0.1 0.1
0.0 0.0 0.0
0.0 0.0 0.0
0.0 0.0 0.0
0.0 0.0 0.0
0.0 0.0 0.0
0.0 0.0 0.0
0.0 0.0 0.0
0.0 0.0 0.0
0.0 0.0 0.0

spin multiplicity = 1
strongest force on any atom = 1.287 eV/A
relative energy (zero: lowest compared OMol25 entry of this formula, charge and spin) = 0.00 kcal per mole
gap between HOMO and LUMO = 0.3039 Ha


DFT total energy: -1596.42702 -2389.29897 (Eh)